The following is a quantum chemistry calculation of a cluster of 2 separate species, C3H7INO in total, from the OMol25 dataset.

2S+1: 1
E_HOMO (eV): -13.61
HOMO-LUMO gap (eV): 9.0
Energy relative to the best compared isomer or geometry (same formula, charge and spin) (kcal/mol): 116.7
E (hartree): -545.73984
Net charge: +1

Last column: natural (NBO) charge in e.
Cartesian coordinates (Å):
C -0.151 0.772 -0.900  0.114
C -3.099 -0.092 -1.182  0.246
C 1.337 -0.115 0.846  -0.458
N 0.675 -0.308 -0.427  -0.616
O -1.936 -0.006 -0.813  -0.569
I -4.201 -1.808 -1.009  0.286
H -0.276 1.346 0.023  0.119
H -3.538 0.723 -1.938  0.214
H 2.239 0.433 0.679  0.238
H 0.679 0.583 1.409  0.234
H 1.689 -0.999 1.425  0.261
H -0.024 -0.907 -0.096  0.472
H 1.292 -0.559 -1.182  0.458